No. 1
DFT (wB97M-V/def2-TZVPD) results for a structure of composition C22H34BaClF5N3O4 at a distorted geometry.

Last column: Mulliken charge in e.
CARTESIAN COORDINATES (ANGSTROEM)
O1 0.88 -0.48 -3.85  -0.924
C1 -0.23 0.21 -3.85  -0.039
C2 0.01 1.65 -4.28  -0.148
C3 0.51 2.59 -3.39  0.439
H1 0.72 2.29 -2.37  0.654
C4 0.66 3.93 -3.79  -1.024
H2 1.04 4.67 -3.07  0.429
C5 0.32 4.30 -5.10  -0.525
H3 0.44 5.33 -5.42  0.374
C6 -0.20 3.35 -5.99  -0.553
H4 -0.48 3.63 -7.01  0.359
C7 -0.34 2.02 -5.58  -0.790
H5 -0.77 1.26 -6.25  0.268
H6 -0.75 -0.25 -4.71  0.138
C8 -1.94 -1.31 -2.65  -1.524
C9 -1.34 0.07 -2.66  1.114
H7 -2.83 -1.32 -3.30  0.447
H8 -2.27 -1.64 -1.65  0.259
H9 -1.21 -2.04 -3.04  0.216
C10 -1.97 1.16 -2.16  -0.403
C11 -3.40 1.18 -1.71  -0.850
H10 -1.48 2.14 -2.13  0.335
H11 -4.01 1.82 -2.36  0.299
H12 -3.52 1.55 -0.68  0.295
H13 -3.85 0.17 -1.72  0.275
Ba1 -1.11 -0.05 0.41  1.483
Cl1 -3.63 0.44 1.91  -0.681
C12 -1.00 0.45 3.63  0.417
O2 -0.17 -0.18 2.93  -0.866
N1 -1.30 0.18 4.90  0.149
C13 -0.65 -0.93 5.58  -0.921
C14 -2.37 0.89 5.59  -0.920
H14 -1.59 1.27 3.19  0.375
H15 0.04 -1.39 4.88  0.222
H16 -1.40 -1.66 5.91  0.309
H17 -0.12 -0.57 6.47  0.300
H18 -2.77 1.65 4.92  0.253
H19 -2.00 1.35 6.50  0.336
H20 -3.18 0.20 5.86  0.307
H21 4.98 1.58 -2.11  0.348
H22 4.95 1.96 0.30  0.349
C15 3.89 1.75 -2.11  -1.057
C16 3.85 1.93 0.37  -0.983
N2 3.32 1.31 -0.84  0.465
H23 3.41 1.19 -2.92  0.354
C17 2.51 0.24 -0.82  -0.210
O3 1.56 0.08 -0.02  -0.449
H24 3.55 1.36 1.25  0.285
H25 2.74 -0.52 -1.60  0.284
H26 3.70 2.83 -2.25  0.312
H27 3.49 2.97 0.46  0.264
H28 0.21 -5.93 0.43  0.321
H29 2.31 -5.54 -1.12  0.320
C18 -0.34 -5.37 -0.33  -0.980
C19 1.65 -4.94 -1.75  -0.876
N3 0.55 -4.40 -0.96  0.209
H30 -1.18 -4.84 0.13  0.261
C20 0.39 -3.09 -0.77  0.780
O4 -0.54 -2.59 -0.09  -0.732
H31 2.22 -4.10 -2.18  0.252
H32 1.15 -2.46 -1.28  -0.258
H33 -0.69 -6.07 -1.09  0.323
H34 1.27 -5.57 -2.56  0.308
F1 0.95 3.35 -0.38  -0.288
C21 -0.15 3.13 0.41  0.063
F2 -1.17 3.86 -0.13  -0.360
C22 0.15 3.61 1.81  0.654
F3 -0.97 3.58 2.57  -0.279
F4 1.11 2.83 2.39  -0.238
F5 0.62 4.88 1.81  -0.327

Values from the calculation:
HOMO (spin up / spin down)   -3.6 / -3.6 eV
LUMO energy (spin up / spin down)   2.05 / 1.73 eV
Frontier orbital gap (spin up / spin down)   5.64 / 5.33 eV
Charge   -1



No. 2
DFT (wB97M-V/def2-TZVPD) results for an isolated molecule of C22H28FN3O2.

Last column: Mulliken charge in e.
CARTESIAN COORDINATES (ANGSTROEM)
C1 1.44 -2.06 1.83  -1.137
C2 -0.02 -2.34 2.15  -0.342
H1 -0.19 -2.36 3.23  0.403
H2 -0.33 -3.30 1.71  0.359
O1 -0.87 -1.31 1.66  -0.202
C3 -1.20 -1.36 0.36  -0.377
O2 -0.83 -2.24 -0.38  -0.607
C4 -2.11 -0.21 -0.02  2.207
C5 -2.23 -0.11 -1.55  -1.140
C6 -0.92 0.33 -2.19  -0.470
N1 -0.48 1.59 -1.63  0.031
C7 -0.23 1.46 -0.21  -0.008
C8 -1.54 1.12 0.50  -1.692
H3 -1.36 1.06 1.57  0.378
H4 -2.26 1.91 0.30  0.470
H5 0.16 2.41 0.17  0.516
H6 0.52 0.67 0.00  0.037
C9 0.61 2.21 -2.38  -1.711
C10 1.82 1.35 -2.55  1.682
C11 2.84 1.03 -1.65  -0.251
N2 3.62 0.11 -2.29  0.470
N3 3.19 -0.17 -3.51  -1.116
C12 2.10 0.55 -3.67  -0.865
H7 1.54 0.50 -4.59  0.523
H8 4.47 -0.30 -1.94  0.194
C13 3.16 1.47 -0.30  0.661
C14 3.66 0.56 0.63  -0.898
C15 3.96 0.96 1.92  -0.451
C16 3.77 2.27 2.31  -0.629
C17 3.29 3.17 1.38  0.349
C18 2.98 2.80 0.08  -0.558
H9 2.63 3.54 -0.61  0.587
F1 3.11 4.46 1.74  -0.342
H10 4.00 2.61 3.31  0.475
H11 4.35 0.24 2.63  0.425
H12 3.80 -0.47 0.35  0.309
H13 0.22 2.45 -3.37  0.504
H14 0.85 3.15 -1.88  0.469
H15 -1.07 0.47 -3.26  0.532
H16 -0.17 -0.46 -2.06  0.294
H17 -2.51 -1.08 -1.96  0.396
H18 -3.01 0.61 -1.79  0.394
C19 -3.48 -0.47 0.64  -1.831
C20 -4.04 -1.84 0.36  0.025
C21 -3.75 -2.98 1.30  -0.509
C22 -5.12 -2.39 1.24  -0.624
H19 -5.91 -2.97 0.78  0.289
H20 -5.46 -1.79 2.07  0.234
H21 -3.58 -3.96 0.89  0.234
H22 -3.15 -2.77 2.18  0.187
H23 -4.10 -2.09 -0.69  0.360
H24 -3.38 -0.34 1.72  0.363
H25 -4.18 0.29 0.27  0.416
H26 2.07 -2.82 2.28  0.513
H27 1.59 -2.08 0.75  0.247
H28 1.72 -1.08 2.21  0.227

Values from the calculation:
HOMO   -8.4 eV
LUMO energy   0.65 eV
Frontier orbital gap   9.04 eV
SMILES   CCOC(=O)C1(CC2CC2)CCN(Cc2cn[nH]c2-c2cccc(F)c2)CC1
Charge   0



No. 3
DFT (wB97M-V/def2-TZVPD) results for the ion C25H44BBrCl2F5N3O2P with charge +1 at a distorted geometry.

Last column: Mulliken charge in e.
CARTESIAN COORDINATES (ANGSTROEM)
C1 3.41 3.64 -3.53  -0.890
C2 4.37 2.43 -2.95  -0.360
C3 4.39 2.33 -1.30  -0.114
C4 4.68 0.79 -0.75  -0.760
C5 3.38 -0.12 -1.16  -0.263
C6 2.94 -1.22 0.02  -0.867
N1 1.50 -1.05 0.50  0.615
C7 0.42 -1.44 -0.31  -1.841
B1 0.63 -2.17 -1.81  1.016
N2 1.01 -3.66 -1.96  -0.648
O1 0.40 -1.31 -3.01  -0.673
C8 -1.04 -1.01 0.41  0.330
C9 -2.07 -2.17 -0.10  -0.882
C10 -2.84 -1.93 -1.52  -0.072
C11 -4.50 -1.94 -1.30  -0.735
C12 -5.30 -1.34 -2.62  0.757
F1 -4.51 -1.64 -3.84  -0.318
F2 -5.44 0.16 -2.56  -0.282
C13 -6.80 -1.97 -2.84  0.520
F3 -7.83 -1.16 -2.14  -0.225
F4 -7.07 -1.89 -4.33  -0.241
F5 -6.95 -3.39 -2.46  -0.231
O2 -1.13 0.35 -0.23  0.453
C14 -2.40 1.01 -0.04  -0.098
C15 -2.69 1.87 -1.45  -0.341
C16 -1.23 2.43 -2.02  -0.573
C17 -0.56 -1.00 2.03  0.936
C18 -0.77 -2.58 2.55  -1.274
C19 -1.63 -0.34 3.07  -0.080
Cl1 -3.50 -0.52 2.78  -0.143
C20 -1.38 0.36 4.36  -0.053
C21 -2.60 0.94 5.35  -1.065
Cl2 0.32 0.64 4.98  -0.129
C22 1.00 -0.46 1.86  0.696
P1 1.96 -1.67 3.00  0.342
N3 3.47 -1.30 3.40  -0.830
C23 1.39 1.07 1.66  0.215
Br1 0.07 2.52 2.00  -0.002
C24 2.76 1.61 2.46  -0.132
C25 3.00 3.23 2.17  -1.070
H1 3.09 3.43 -4.66  0.306
H2 3.97 4.69 -3.55  0.275
H3 2.38 3.72 -2.93  0.155
H4 5.46 2.62 -3.41  0.335
H5 4.00 1.42 -3.45  0.152
H6 3.28 2.58 -0.95  -0.275
H7 5.08 3.14 -0.79  0.384
H8 4.98 0.75 0.38  0.448
H9 5.60 0.37 -1.38  0.365
H10 2.42 0.49 -1.43  0.048
H11 3.65 -0.80 -2.11  0.442
H12 3.75 -0.98 0.86  0.229
H13 3.19 -2.34 -0.30  0.325
H14 0.15 -4.23 -1.72  0.284
H15 1.18 -3.84 -2.98  0.268
H16 0.11 -0.40 -2.67  0.319
H17 -2.95 -2.32 0.69  0.489
H18 -1.58 -3.26 -0.14  0.198
H19 -2.65 -2.82 -2.29  0.446
H20 -2.55 -0.95 -2.08  -0.069
H21 -4.82 -1.24 -0.39  0.275
H22 -4.88 -3.03 -0.98  0.356
H23 -3.34 0.30 0.07  -0.206
H24 -2.49 1.79 0.82  0.257
H25 -3.47 2.73 -1.30  0.431
H26 -3.09 1.16 -2.32  -0.008
H27 -1.40 3.41 -2.67  0.385
H28 -0.49 2.71 -1.16  0.024
H29 -0.72 1.66 -2.76  0.095
H30 -0.13 -3.34 1.93  0.255
H31 -1.92 -2.91 2.50  0.403
H32 -0.59 -2.68 3.73  0.362
H33 -2.13 1.50 6.27  0.354
H34 -3.30 1.60 4.68  0.303
H35 -3.21 0.00 5.76  0.279
H36 2.01 -2.96 2.28  0.103
H37 1.31 -1.89 4.30  0.194
H38 4.13 -2.04 3.02  0.268
H39 1.68 1.26 0.51  -0.270
H40 3.72 1.02 2.14  0.163
H41 2.67 1.51 3.63  0.275
H42 2.69 3.51 1.05  0.231
H43 4.17 3.45 2.30  0.337
H44 2.47 3.93 2.96  0.322

Values from the calculation:
HOMO   -11.4 eV
LUMO energy   -4.44 eV
Frontier orbital gap   6.99 eV
SMILES   CCCCCC[N+]1=C(B(N)O)[C@](CCCC(F)(F)C(F)(F)F)(OCCC)[C@](C)(/C(Cl)=C(/C)Cl)[C@]1([PH2]=N)[C@@H](Br)CC
Charge   +1



No. 4
DFT (wB97M-V/def2-TZVPD) results for an isolated molecule of C5H10N2O2 at a distorted geometry.

Last column: Mulliken charge in e.
CARTESIAN COORDINATES (ANGSTROEM)
C1 -2.14 0.49 -0.54  -0.774
C2 -1.11 0.44 0.76  -0.696
C3 0.86 -1.24 0.32  -0.541
C4 2.14 -0.94 -0.43  -0.361
C5 1.13 1.16 0.04  0.252
H1 -3.91 0.23 0.35  0.335
H2 -1.64 0.25 -1.25  0.623
H3 -2.42 1.56 -0.87  0.261
H4 -1.40 -0.50 1.48  0.300
H5 -0.95 1.36 1.01  0.500
H6 0.28 -2.24 -0.09  0.252
H7 1.04 -1.53 1.52  0.284
H8 1.86 -0.99 -1.56  0.251
H9 3.06 -1.55 -0.10  0.280
H10 3.05 0.90 -0.61  0.209
N1 0.16 0.09 0.35  0.155
N2 2.35 0.47 -0.15  -0.252
O1 -3.30 -0.26 -0.28  -0.541
O2 0.96 2.30 0.05  -0.535

Values from the calculation:
HOMO   -8.5 eV
LUMO energy   0.87 eV
Frontier orbital gap   9.33 eV
SMILES   O=C1NCCN1CCO
Charge   0



No. 5
DFT (wB97M-V/def2-TZVPD) results for the ion C4H6N3 with charge +1 at a distorted geometry.

Last column: Mulliken charge in e.
CARTESIAN COORDINATES (ANGSTROEM)
C1 -2.06 0.55 -0.02  0.566
C2 -0.41 -0.79 0.02  0.291
C3 -0.01 0.62 0.41  0.477
C4 1.15 1.19 -0.40  -1.212
N1 -2.37 -0.60 -0.31  -0.468
N2 -1.20 1.40 0.23  -0.478
N3 0.01 -1.99 0.09  -0.214
H1 0.27 0.57 1.48  0.331
H2 2.07 0.64 -0.23  0.389
H3 1.29 2.21 -0.07  0.343
H4 0.91 1.19 -1.46  0.337
H5 0.92 -2.24 0.49  0.311
H6 -0.58 -2.75 -0.23  0.328

Values from the calculation:
HOMO   -14.2 eV
LUMO energy   -7.00 eV
Frontier orbital gap   7.21 eV
Charge   +1



No. 6
DFT (wB97M-V/def2-TZVPD) results for a cluster of 2 separate species, CH7N2O in total at a distorted geometry.

Last column: Mulliken charge in e.
CARTESIAN COORDINATES (ANGSTROEM)
N1 -0.70 -1.84 1.83  -0.730
H1 -0.84 -2.64 1.13  0.176
H2 -0.02 -1.24 1.42  0.345
H3 -1.66 -1.54 2.02  0.201
N2 0.15 1.89 -1.42  -0.741
C1 0.56 0.46 -0.89  -0.260
O1 0.57 0.33 0.47  -0.903
H4 1.00 2.40 -1.36  0.263
H5 -0.52 2.19 -0.65  0.268
H6 1.60 0.34 -1.32  0.173
H7 -0.14 -0.34 -1.22  0.208

Values from the calculation:
HOMO   -2.6 eV
LUMO energy   4.83 eV
Frontier orbital gap   7.41 eV
Charge   -1



No. 7
DFT (wB97M-V/def2-TZVPD) results for a structure of composition C39H30N5O6ReS at a distorted geometry.

Last column: Mulliken spin population.
CARTESIAN COORDINATES (ANGSTROEM)
Re1 -0.11 0.14 -0.13  0.822
O1 2.51 0.21 -3.81  0.000
C1 3.24 1.28 -3.47  -0.004
C2 4.38 1.56 -4.22  0.001
C3 5.17 2.65 -3.92  -0.002
C4 4.84 3.49 -2.86  0.001
C5 3.73 3.22 -2.10  -0.002
C6 2.92 2.12 -2.37  -0.004
C7 1.79 1.79 -1.51  -0.002
O2 0.97 0.86 -1.86  0.027
N1 1.61 2.47 -0.39  0.029
N2 0.52 2.09 0.26  -0.003
C8 -0.11 2.95 1.02  -0.011
C9 -1.49 2.85 1.34  0.004
C10 -2.08 3.72 2.27  -0.015
C11 -3.44 3.81 2.39  0.018
C12 -4.28 3.06 1.54  -0.008
C13 -3.74 2.22 0.61  0.003
C14 -2.34 2.03 0.50  0.039
O3 -1.88 1.20 -0.35  0.042
H1 1.71 0.18 -3.25  -0.003
H2 4.62 0.90 -5.04  0.000
H3 6.04 2.86 -4.52  0.000
H4 5.46 4.35 -2.64  0.000
H5 3.44 3.87 -1.28  0.000
H6 0.41 3.87 1.28  0.002
H7 -1.44 4.32 2.90  0.000
H8 -3.88 4.48 3.11  0.001
H9 -5.35 3.15 1.65  0.000
H10 -4.37 1.62 -0.04  -0.001
O4 -4.94 -1.60 0.45  -0.001
C15 -5.06 -0.97 1.63  -0.001
C16 -6.31 -0.78 2.21  0.002
C17 -6.44 -0.14 3.43  -0.002
C18 -5.31 0.31 4.10  0.001
C19 -4.06 0.12 3.54  -0.002
C20 -3.92 -0.50 2.30  -0.002
C21 -2.59 -0.64 1.70  0.007
O5 -2.36 -1.14 0.59  0.005
N3 -1.57 -0.22 2.49  0.017
N4 -0.41 -0.25 1.94  0.003
C22 0.69 -0.46 2.63  0.039
C23 1.87 -0.72 1.88  -0.013
C24 3.06 -1.18 2.45  0.008
C25 4.08 -1.61 1.63  -0.003
C26 3.91 -1.54 0.25  0.002
C27 2.73 -1.03 -0.25  -0.016
N5 1.72 -0.62 0.53  -0.009
H11 -5.82 -1.85 0.11  0.000
H12 -7.19 -1.15 1.70  0.000
H13 -7.41 0.00 3.87  0.000
H14 -5.41 0.80 5.06  0.000
H15 -3.17 0.46 4.05  0.000
H16 0.65 -0.59 3.70  -0.001
H17 3.15 -1.22 3.53  0.000
H18 5.00 -2.00 2.05  0.000
H19 4.67 -1.89 -0.42  0.001
H20 2.56 -0.98 -1.32  0.014
O6 0.01 -1.88 -1.22  0.011
S1 -0.99 -2.86 -1.78  0.003
C28 -1.55 -3.82 -0.35  0.001
C29 -2.48 -4.84 -0.53  -0.002
C30 -2.91 -5.56 0.57  0.000
C31 -2.37 -5.33 1.82  0.000
C32 -1.37 -4.38 1.97  0.001
C33 -0.96 -3.62 0.89  0.003
C34 -2.44 -1.85 -2.20  0.002
C35 -3.73 -2.33 -2.15  0.000
C36 -4.77 -1.53 -2.58  0.000
C37 -4.52 -0.26 -3.08  0.000
C38 -3.22 0.21 -3.15  0.005
C39 -2.17 -0.59 -2.72  0.008
H21 -2.85 -5.07 -1.52  0.000
H22 -3.67 -6.32 0.44  0.000
H23 -2.70 -5.90 2.67  0.000
H24 -0.90 -4.24 2.94  0.000
H25 -0.19 -2.87 1.00  -0.002
H26 -3.95 -3.31 -1.77  -0.001
H27 -5.78 -1.91 -2.54  0.000
H28 -5.34 0.36 -3.41  0.000
H29 -3.02 1.19 -3.54  0.000
H30 -1.15 -0.23 -2.81  -0.009

Values from the calculation:
HOMO (spin up / spin down)   -10.3 / -10.3 eV
LUMO energy (spin up / spin down)   -4.65 / -4.60 eV
Frontier orbital gap (spin up / spin down)   5.62 / 5.71 eV
2S+1   2
<S²>   0.76
Charge   +1



No. 8
DFT (wB97M-V/def2-TZVPD) results for a cluster of 2 separate species, C2H9N3O in total at a distorted geometry.

Last column: Mulliken charge in e.
CARTESIAN COORDINATES (ANGSTROEM)
N1 -0.84 0.22 0.80  -0.588
C1 -1.11 -1.25 0.61  -0.388
N2 0.12 -1.98 0.39  -0.433
H1 -1.26 0.74 0.06  0.221
H2 -1.39 0.41 1.64  0.207
H3 -1.43 -1.64 1.57  0.385
H4 -1.89 -1.39 -0.13  0.241
H5 0.42 -2.00 -0.57  0.158
H6 0.36 -2.77 0.93  0.179
C2 0.83 2.11 -1.17  0.085
N3 1.52 1.08 -0.58  -0.315
O1 -0.14 2.62 -0.68  -0.564
H7 1.37 2.44 -2.07  0.308
H8 2.31 0.73 -1.08  0.210
H9 1.12 0.68 0.28  0.291

Values from the calculation:
HOMO   -9.2 eV
LUMO energy   0.94 eV
Frontier orbital gap   10.14 eV
SMILES   NC=O.NCN
Charge   0